Computed, not measured: a structure of composition C35H71FN3O15S5, with ωB97M-V/def2-TZVPD.

HOMO energy	-10.25	eV
E	-4758.94460	hartree
charge	+1
gap between HOMO and LUMO	7.8	eV

CARTESIAN COORDINATES (ANGSTROEM)
1 C 19.56 23.21 20.62
2 C 20.98 23.52 20.18
3 O 21.86 23.00 20.83
4 N 21.26 24.60 19.09
5 H 22.21 24.46 18.82
6 H 20.66 24.33 18.14
7 C 21.04 25.91 19.59
8 H 19.03 22.45 20.10
9 H 19.06 23.98 20.99
10 H 19.53 22.94 21.67
11 H 21.76 26.61 18.96
12 H 21.57 26.08 20.42
13 H 20.02 26.05 19.67
14 C 17.22 22.42 15.09
15 C 16.85 23.74 15.74
16 O 16.10 24.40 15.07
17 N 17.24 24.13 17.18
18 H 16.97 23.27 17.64
19 H 18.32 24.29 17.07
20 C 16.64 25.23 17.93
21 H 18.25 22.36 14.76
22 H 16.63 22.23 14.30
23 H 17.27 21.66 15.86
24 H 15.49 25.38 17.87
25 H 17.07 26.12 17.76
26 H 16.95 25.09 19.03
27 C 21.04 27.89 24.98
28 C 20.96 26.48 25.24
29 O 20.62 25.98 26.30
30 N 21.28 25.57 23.96
31 H 20.55 25.61 23.50
32 H 21.99 26.23 23.69
33 C 21.70 24.14 24.23
34 H 21.89 28.26 24.49
35 H 20.91 28.52 25.90
36 H 20.48 28.30 24.13
37 H 22.03 23.58 23.32
38 H 20.79 23.50 24.72
39 H 22.69 24.01 24.83
40 O 19.77 24.32 17.12
41 H 20.30 23.84 16.58
42 O 19.17 26.04 22.53
43 H 19.00 26.68 21.88
44 F 18.94 20.73 24.44
45 C 18.28 19.80 23.79
46 C 18.33 18.54 24.47
47 C 17.70 17.43 23.77
48 C 17.16 17.72 22.53
49 C 17.22 18.89 21.83
50 C 17.72 19.99 22.50
51 H 18.95 18.44 25.41
52 H 17.89 16.45 24.16
53 H 16.85 16.92 22.06
54 H 16.81 19.00 20.84
55 H 17.90 20.97 22.03
56 C 19.14 16.82 19.75
57 C 19.26 17.34 18.30
58 C 19.47 18.71 18.30
59 S 20.58 19.11 19.58
60 O 20.16 20.27 20.34
61 O 21.90 19.02 18.99
62 C 20.20 17.58 20.61
63 H 19.11 15.78 20.12
64 H 18.15 17.02 20.00
65 H 18.36 17.25 17.66
66 H 20.16 16.86 17.88
67 H 18.50 19.29 18.50
68 H 19.89 19.11 17.28
69 H 19.90 18.01 21.62
70 H 21.12 16.83 20.75
71 C 20.12 29.37 21.03
72 C 21.59 29.78 20.80
73 C 21.62 31.10 20.20
74 S 20.39 30.95 18.87
75 O 21.11 30.65 17.71
76 O 19.49 32.12 19.05
77 C 19.58 29.51 19.52
78 H 19.63 30.17 21.64
79 H 20.20 28.34 21.35
80 H 22.14 29.18 20.31
81 H 22.10 29.99 21.70
82 H 22.41 31.48 19.71
83 H 21.19 31.87 20.76
84 H 19.89 28.59 19.08
85 H 18.58 29.40 19.50
86 C 24.26 27.54 16.10
87 C 25.38 26.90 16.86
88 C 25.52 25.63 16.23
89 S 23.98 24.98 16.16
90 O 23.66 24.58 17.53
91 O 23.89 24.10 15.03
92 C 23.21 26.53 15.80
93 H 24.74 27.78 15.04
94 H 23.79 28.24 16.83
95 H 25.24 26.82 17.96
96 H 26.52 27.44 16.79
97 H 26.15 24.80 16.74
98 H 26.00 25.56 15.21
99 H 22.48 26.69 16.58
100 H 23.12 26.41 14.78
101 C 25.31 23.38 21.18
102 C 26.64 22.79 21.58
103 C 27.48 22.73 20.42
104 S 26.16 22.26 19.18
105 O 26.16 20.84 19.02
106 O 26.39 23.00 18.00
107 C 24.72 22.70 20.00
108 H 25.52 24.47 21.04
109 H 24.70 23.44 21.95
110 H 26.64 21.93 22.14
111 H 27.15 23.42 22.39
112 H 28.34 22.24 20.60
113 H 27.95 23.68 20.11
114 H 24.14 21.85 20.15
115 H 23.92 23.31 19.52
116 C 23.76 19.94 22.40
117 C 23.14 18.56 22.70
118 C 22.19 18.88 23.78
119 S 22.96 19.94 24.89
120 O 23.52 19.31 25.91
121 O 22.11 21.04 25.24
122 C 24.14 20.53 23.77
123 H 22.97 20.62 22.14
124 H 24.48 19.76 21.60
125 H 24.07 18.09 23.15
126 H 22.69 17.90 21.90
127 H 22.08 18.08 24.37
128 H 21.32 19.16 23.41
129 H 25.16 20.17 24.16
130 H 24.29 21.42 23.71